Below is a 3-piece molecular cluster, C15H38NO4P2 overall at a distorted geometry, with properties calculated with ωB97M-V with the def2-TZVPD basis set.

Last column: Mulliken charge in e.
Atoms and positions in Å:
P: 1.634 1.697 5.590  0.8171
P: 0.317 3.287 4.769  -0.1276
O: 1.895 2.038 7.142  -0.7075
O: 0.908 0.115 5.436  -0.4673
O: -0.021 0.394 2.055  -0.4656
O: 3.242 1.719 4.848  -0.5545
N: 0.340 3.118 2.995  -0.5163
C: -0.913 1.383 1.424  0.2844
C: 2.159 2.203 -3.056  -0.2349
C: -0.998 2.683 2.438  -0.5018
C: -2.303 -1.810 -0.510  -0.6862
C: 2.088 1.985 -4.572  -0.8502
C: 3.858 3.695 -5.229  -1.1779
C: -2.939 -4.130 2.392  -0.2650
C: -0.334 1.724 -0.072  -0.6626
C: -2.773 -3.252 -0.614  -0.4595
C: 2.991 -0.124 -2.434  -1.0046
C: -4.002 -3.303 1.664  -0.6626
C: -3.170 -5.629 2.285  -1.2403
C: 3.388 2.253 -5.333  -0.4231
C: -4.073 -3.520 0.147  -0.8133
C: 3.222 1.375 -2.327  -0.4862
H: 4.772 3.837 -5.814  0.3756
H: -4.147 -5.904 2.693  0.2892
H: -2.403 -6.169 2.849  0.3810
H: -0.272 0.682 -0.650  -0.0243
H: -0.473 -0.497 1.966  0.2505
H: 1.175 1.974 -2.627  0.0624
H: -1.939 -3.883 2.022  0.2218
H: 1.764 0.959 -4.778  0.3399
H: -3.120 -5.972 1.247  0.2856
H: -4.986 -3.532 2.092  0.3836
H: -4.861 -2.871 -0.256  0.3582
H: -2.080 -1.530 0.524  -0.0316
H: -2.019 0.983 1.288  0.1476
H: 1.620 -0.600 5.354  0.2853
H: 3.758 -0.664 -1.870  0.3810
H: 1.300 2.635 -4.976  0.3988
H: 2.014 -0.398 -2.026  0.1074
H: 0.746 2.176 -0.097  0.1965
H: -1.980 -3.924 -0.266  0.2746
H: -1.619 3.578 1.952  0.1071
H: 4.181 1.581 -4.986  0.2408
H: 3.227 2.015 -6.391  0.3554
H: 3.097 4.381 -5.616  0.2868
H: -1.666 2.325 3.359  0.2552
H: 4.081 3.975 -4.195  0.2863
H: -1.128 2.361 -0.693  0.2971
H: 4.222 1.622 -2.697  0.3247
H: -4.397 -4.547 -0.059  0.3275
H: -3.064 -1.124 -0.896  0.3135
H: 3.041 -0.467 -3.472  0.2954
H: 3.210 1.654 -1.266  0.3997
H: -2.951 -3.852 3.454  0.3617
H: 3.175 2.483 4.198  0.3374
H: -2.934 -3.491 -1.672  0.3715
H: -3.824 -2.241 1.872  0.2861
H: -0.986 2.947 5.336  0.0408
H: -1.389 -1.668 -1.095  0.2878
H: 2.337 3.264 -2.847  0.3475

The total energy comes out at -1632.7391 a.u. The LUMO energy comes out at 2.51 eV. The total charge is -1.